Record 1
{
  "formula": "C4H11NO2",
  "method": "the ωB97M-V functional and the def2-TZVPD basis",
  "de_lowest_kj_mol": 103.06,
  "smiles": "CCNC(C)=O.O",
  "gap_ha": 0.3585,
  "symbols": ["O", "H", "H", "C", "H", "C", "H", "H", "N", "C", "H", "H", "H", "H", "H", "C", "H", "O"],
  "xyz": [[-0.130, 2.210, -2.548], [1.844, 1.144, -0.692], [-2.008, -0.452, 0.282], [-0.572, 0.339, 1.475], [1.523, -0.379, -1.305], [-1.006, -0.071, 0.085], [0.273, -3.306, 1.098], [-0.207, -0.475, 2.091], [-0.926, 1.078, -0.850], [1.382, 0.634, -1.603], [-1.352, 0.977, 1.929], [-0.510, -0.933, -0.361], [0.205, 1.101, 1.370], [2.079, 0.815, -2.443], [0.329, -2.872, 2.519], [0.115, 1.324, -1.740], [-1.795, 1.563, -0.978], [0.755, -2.696, 1.669]],
  "lowdin_charge": [0.030, 0.122, 0.106, -0.101, 0.064, -0.252, 0.041, 0.045, 0.049, -0.009, 0.080, 0.096, 0.066, 0.099, 0.043, -0.553, 0.132, -0.061]
}

Record 2
{
  "formula": "C4H11NO2",
  "method": "the ωB97M-V functional and the def2-TZVPD basis",
  "de_lowest_kj_mol": 257.31,
  "smiles": "C=N/C=C/C.O.O",
  "gap_ha": 0.3352,
  "symbols": ["O", "H", "H", "C", "O", "H", "H", "C", "H", "C", "H", "H", "N", "C", "H", "H", "H", "H"],
  "xyz": [[-2.497, 1.710, 0.425], [-2.064, 2.552, 0.594], [-0.550, -2.172, 0.884], [0.586, -0.427, -1.091], [-1.178, 0.001, 2.003], [-0.248, -0.087, 1.778], [0.601, -3.326, 0.810], [1.123, -1.384, -0.328], [-1.517, 0.421, 1.169], [1.631, 1.548, -0.597], [2.178, -1.301, -0.070], [-2.876, 1.900, -0.443], [1.339, 0.684, -1.482], [0.257, -2.495, 0.188], [-0.377, -0.555, -1.591], [1.309, 1.559, 0.432], [-0.243, -2.813, -0.750], [2.193, 2.392, -0.984]],
  "lowdin_charge": [-0.045, 0.060, 0.063, -0.219, -0.094, -0.002, 0.070, -0.164, 0.000, -0.036, 0.103, 0.063, -0.021, -0.118, 0.123, 0.070, 0.081, 0.065]
}

Record 3
{
  "formula": "C4H11NO2",
  "method": "the ωB97M-V functional and the def2-TZVPD basis",
  "de_lowest_kj_mol": 164.88,
  "total_charge": 1,
  "spin_multiplicity": 2,
  "gap_ha": [0.4014, 0.2368],
  "symbols": ["C", "H", "O", "O", "H", "N", "H", "H", "H", "H", "H", "C", "H", "H", "H", "C", "C", "H"],
  "xyz": [[1.050, 0.714, 0.165], [-2.864, -1.902, -0.278], [-0.392, 2.678, 0.820], [-2.108, -1.546, -0.811], [-0.171, 1.121, -1.717], [-0.941, 0.633, 1.691], [1.945, 1.351, 0.347], [1.558, -0.947, 1.651], [-2.002, 0.960, 1.629], [0.621, -0.462, -1.634], [2.146, -1.017, -0.218], [-0.130, 1.443, 0.823], [-1.706, -2.077, -1.550], [-0.927, -0.434, 1.481], [0.318, -1.422, 0.321], [0.729, 0.614, -1.367], [1.276, -0.828, 0.564], [1.597, 1.120, -1.917]],
  "mulliken_spin": [0.053, 0.000, 0.811, 0.000, 0.001, 0.146, -0.002, -0.001, -0.004, -0.001, 0.010, -0.029, 0.000, -0.009, 0.002, 0.006, 0.012, 0.004]
}